1.
ORCA calculation (ωB97M-V/def2-TZVPD) on a molecular structure, C36H38Cl4N6O3PS2Ti.

Properties
total charge: +1
Kohn-Sham gap: 6.8 eV
relative energy (zero: lowest compared OMol25 entry of this formula, charge and spin): 0.0 kcal per mole
HOMO: -10.30 eV

Each line ends with the Löwdin charge.
CARTESIAN COORDINATES (ANGSTROEM)
Ti: -0.855 -0.117 0.685  0.920
C: 0.477 -2.281 7.558  -0.028
C: 0.366 -1.576 6.211  -0.235
C: 1.445 -0.906 5.641  -0.029
C: 1.408 -0.412 4.387  -0.018
C: 0.359 -0.710 3.550  -0.144
N: 0.349 -0.256 2.190  -0.074
C: 1.423 0.599 1.861  -0.404
C: 2.654 0.071 1.542  -0.048
C: 3.752 0.905 1.216  -0.003
C: 3.504 2.247 1.008  -0.274
C: 4.624 3.116 0.460  -0.024
C: 2.257 2.777 1.247  0.040
C: 1.232 1.954 1.746  -0.175
N: -0.020 2.564 1.888  -0.061
C: -0.319 3.784 2.350  -0.039
C: -1.620 4.063 2.082  -0.001
C: -2.056 2.940 1.326  -0.049
N: -1.092 2.004 1.252  0.014
C: -0.758 -1.384 4.122  -0.089
C: -0.729 -1.783 5.416  0.001
N: -2.008 -1.596 3.433  -0.038
C: -3.080 -2.380 3.758  -0.045
C: -4.103 -2.097 2.931  -0.023
C: -3.584 -1.110 2.118  -0.128
N: -2.333 -0.809 2.384  0.036
H: 0.085 -3.303 7.497  0.085
H: 1.530 -2.377 7.744  0.067
H: -0.023 -1.825 8.418  0.087
H: 2.366 -0.800 6.170  0.118
H: 2.315 -0.025 4.037  0.104
H: 2.820 -1.007 1.600  0.137
H: 4.753 0.475 1.086  0.128
H: 5.469 2.536 0.129  0.076
H: 4.196 3.800 -0.296  0.087
H: 4.938 3.682 1.335  0.088
H: 2.091 3.843 1.001  0.145
H: 0.412 4.268 2.959  0.139
H: -2.228 4.895 2.216  0.091
H: -2.999 2.742 0.857  0.121
H: -1.654 -2.139 5.842  0.122
H: -3.126 -3.161 4.540  0.148
H: -5.068 -2.567 2.982  0.117
H: -4.132 -0.559 1.332  0.118
Cl: -5.304 0.305 -1.319  0.748
C: -4.232 -1.035 -1.465  -0.590
C: -4.616 -2.165 -2.263  -0.089
C: -3.884 -3.312 -2.220  -0.626
Cl: -4.412 -4.771 -2.938  0.753
C: -2.594 -3.317 -1.590  -0.190
C: -1.669 -4.398 -1.644  0.015
C: -0.494 -4.364 -0.934  -0.003
C: -0.268 -3.166 -0.242  -0.064
N: -1.102 -2.106 -0.243  0.002
C: -2.241 -2.176 -0.894  -0.279
C: -3.017 -0.985 -0.858  -0.435
O: -2.523 0.074 -0.219  -0.236
H: -5.591 -2.185 -2.911  0.157
H: -1.958 -5.234 -2.253  0.092
H: 0.260 -5.123 -0.965  0.109
H: 0.606 -2.950 0.376  0.120
Cl: 3.998 -3.565 -5.150  0.545
C: 4.391 -4.543 -3.778  -1.015
Cl: 3.528 -3.995 -2.290  0.449
H: 5.470 -4.469 -3.540  0.045
H: 4.029 -5.497 -3.973  -0.009
C: -2.996 2.407 -3.526  -0.042
C: -1.540 2.371 -3.826  -0.434
C: -0.960 3.751 -4.170  -0.024
O: -0.840 1.793 -2.655  -0.345
P: -0.045 0.387 -2.845  -0.059
S: -1.081 -1.043 -3.562  0.457
S: 0.737 0.267 -0.955  0.590
O: 1.221 0.655 -3.755  -0.316
C: 2.479 1.365 -3.442  -0.433
C: 2.172 2.787 -3.060  -0.045
C: 3.355 1.156 -4.648  -0.029
H: -3.619 2.685 -4.353  0.089
H: -3.170 3.129 -2.721  0.094
H: -3.296 1.435 -3.142  0.049
H: -1.273 1.705 -4.610  0.100
H: -1.166 4.468 -3.422  0.071
H: -1.484 4.155 -5.036  0.091
H: 0.091 3.722 -4.467  0.057
H: 2.849 0.845 -2.579  0.099
H: 1.838 3.466 -3.856  0.079
H: 3.086 3.136 -2.685  0.061
H: 1.379 2.776 -2.302  0.064
H: 2.938 1.579 -5.553  0.086
H: 3.612 0.127 -4.837  0.072
H: 4.298 1.771 -4.492  0.112

2.
ORCA calculation (ωB97M-V/def2-TZVPD) on 10 unconnected molecules or ions with the total composition C36H38F4N6.

Properties
structure (SMILES): Fc1ccccc1.Fc1ccccc1.Fc1ccccc1.Fc1ccccc1.CC#N.CC#N.CC#N.CC#N.CC#N.CC#N
Kohn-Sham gap: 9.3 eV
relative energy (zero: lowest compared OMol25 entry of this formula, charge and spin): 0.0 kcal per mole
HOMO: -9.16 eV

Each line ends with the Löwdin charge.
CARTESIAN COORDINATES (ANGSTROEM)
F: -0.224 4.831 5.287  0.047
C: -0.582 4.016 4.266  -0.280
C: -0.205 4.383 2.986  -0.022
C: -0.583 3.557 1.942  -0.082
C: -1.326 2.409 2.198  -0.101
C: -1.669 2.050 3.486  -0.092
C: -1.329 2.890 4.546  -0.020
H: 0.389 5.280 2.871  0.119
H: -0.316 3.817 0.925  0.105
H: -1.661 1.800 1.369  0.062
H: -2.259 1.164 3.673  0.086
H: -1.604 2.665 5.569  0.114
F: 2.796 5.456 -1.366  0.060
C: 2.754 4.328 -0.633  -0.287
C: 2.541 3.122 -1.280  -0.011
C: 2.396 1.965 -0.523  -0.072
C: 2.507 2.031 0.858  -0.088
C: 2.715 3.261 1.478  -0.098
C: 2.905 4.418 0.735  -0.019
H: 2.481 3.087 -2.361  0.111
H: 2.239 1.016 -1.018  0.080
H: 2.381 1.165 1.495  0.090
H: 2.733 3.258 2.561  0.107
H: 3.138 5.366 1.200  0.119
F: -2.146 -1.724 -0.330  0.037
C: -0.920 -1.734 0.235  -0.288
C: -0.800 -1.451 1.581  -0.016
C: 0.475 -1.455 2.140  -0.074
C: 1.602 -1.669 1.357  -0.099
C: 1.449 -1.938 0.006  -0.081
C: 0.183 -1.958 -0.563  -0.030
H: -1.683 -1.208 2.159  0.096
H: 0.552 -1.261 3.203  0.089
H: 2.588 -1.599 1.796  0.065
H: 2.324 -2.033 -0.624  0.102
H: 0.117 -2.086 -1.637  0.081
F: -0.798 -3.074 -7.275  0.057
C: -1.348 -2.432 -6.224  -0.282
C: -1.370 -3.041 -4.985  -0.031
C: -1.949 -2.364 -3.925  -0.095
C: -2.476 -1.095 -4.094  -0.094
C: -2.485 -0.523 -5.360  -0.074
C: -1.944 -1.206 -6.429  -0.016
H: -0.866 -3.988 -4.845  0.093
H: -1.949 -2.825 -2.943  0.090
H: -2.865 -0.632 -3.198  0.074
H: -2.913 0.465 -5.467  0.104
H: -1.955 -0.773 -7.422  0.121
C: -0.430 -5.779 -1.961  -0.045
C: 0.496 -4.843 -2.594  -0.276
N: 1.202 -4.078 -3.062  0.169
H: 0.084 -6.727 -1.805  0.086
H: -1.281 -5.955 -2.613  0.085
H: -0.737 -5.358 -1.006  0.084
C: 2.071 -0.706 -3.632  -0.058
C: 1.184 0.415 -3.896  -0.265
N: 0.495 1.305 -4.102  0.156
H: 2.910 -0.679 -4.325  0.091
H: 1.538 -1.649 -3.753  0.045
H: 2.461 -0.651 -2.618  0.056
C: 6.717 -1.586 3.820  -0.063
C: 5.781 -1.867 2.725  -0.266
N: 5.069 -2.107 1.859  0.138
H: 6.412 -2.185 4.678  0.083
H: 6.653 -0.542 4.112  0.081
H: 7.718 -1.853 3.497  0.082
C: -0.308 -0.553 6.049  -0.075
C: -1.228 -0.239 7.141  -0.290
N: -1.944 0.036 7.990  0.130
H: 0.569 -1.106 6.370  0.081
H: -0.021 0.408 5.622  0.068
H: -0.871 -1.163 5.343  0.076
C: -1.824 1.680 -1.686  -0.052
C: -3.049 1.919 -2.444  -0.281
N: -4.016 2.063 -3.054  0.141
H: -1.791 0.618 -1.435  0.063
H: -1.869 2.201 -0.729  0.060
H: -0.971 2.013 -2.268  0.049
C: -5.665 0.150 -0.297  -0.056
C: -4.706 0.216 0.793  -0.247
N: -3.923 0.297 1.630  0.165
H: -6.379 0.975 -0.213  0.091
H: -6.249 -0.763 -0.328  0.084
H: -5.135 0.362 -1.229  0.055

3.
ORCA calculation (ωB97M-V/def2-TZVPD) on a molecular structure, C36H38N10PdSe.

Properties
expectation value of S²: 2.01
total charge: +2
2S+1: 3
Kohn-Sham gap (alpha / beta): 7.5 / 6.1 eV
HOMO (alpha / beta): -13.30 / -13.59 eV

Each line ends with the Löwdin spin population.
CARTESIAN COORDINATES (ANGSTROEM)
Pd: -0.169 1.404 -0.390  1.293
C: 2.241 5.466 -0.762  0.002
C: 1.803 4.203 -1.131  0.003
N: 0.582 3.776 -0.827  0.055
C: -0.201 4.613 -0.145  0.003
C: 0.288 5.826 0.322  0.002
N: 1.502 6.260 0.003  -0.002
C: -1.600 4.184 0.034  0.006
C: -2.631 5.098 0.116  0.003
C: -3.955 4.668 0.152  -0.003
C: -4.154 3.292 0.043  0.004
C: -3.075 2.436 -0.050  0.006
N: -1.812 2.866 -0.006  0.084
C: -3.247 1.008 -0.391  0.005
C: -4.379 0.270 -0.079  0.002
N: -4.550 -0.973 -0.518  0.000
C: -3.603 -1.469 -1.304  0.002
C: -2.446 -0.757 -1.586  0.005
N: -2.253 0.468 -1.103  0.065
C: -5.089 5.625 0.256  0.000
C: -6.410 5.196 0.192  -0.001
C: -7.432 6.121 0.339  0.000
N: -7.222 7.422 0.538  -0.001
C: -5.957 7.836 0.584  0.000
C: -4.870 6.984 0.451  -0.001
H: 3.208 5.838 -1.079  0.000
H: 2.446 3.529 -1.680  0.001
H: -0.302 6.450 0.985  0.000
H: -2.386 6.149 0.107  0.001
H: -5.148 2.876 -0.015  0.001
H: -5.159 0.681 0.552  0.001
H: -3.755 -2.464 -1.706  0.000
H: -1.674 -1.176 -2.216  0.003
H: -6.673 4.161 0.018  0.000
H: -8.468 5.802 0.296  0.000
H: -5.803 8.899 0.737  0.000
H: -3.875 7.405 0.507  0.000
C: 3.202 -4.952 -3.391  0.000
C: 1.990 -4.231 -2.801  0.000
C: 2.149 -2.710 -2.750  0.004
C: 3.087 -2.221 -1.648  0.002
N: 2.684 -2.647 -0.297  0.016
C: 1.642 -2.200 0.415  0.031
Se: 0.240 -1.102 -0.199  0.254
N: 1.618 -2.829 1.598  0.015
C: 0.604 -2.683 2.656  0.005
C: -0.277 -3.914 2.822  0.001
C: -1.259 -4.166 1.675  0.001
C: -0.633 -4.816 0.437  0.002
C: 2.698 -3.706 1.668  0.005
C: 3.118 -4.574 2.672  0.001
C: 4.231 -5.341 2.400  0.005
C: 4.906 -5.247 1.171  0.005
C: 4.498 -4.371 0.187  0.002
C: 3.376 -3.594 0.465  0.005
H: 2.971 -5.998 -3.588  0.000
H: 4.063 -4.936 -2.718  0.000
H: 3.506 -4.495 -4.336  0.000
H: 1.784 -4.615 -1.795  0.000
H: 1.109 -4.465 -3.400  0.000
H: 1.175 -2.237 -2.627  0.003
H: 2.562 -2.353 -3.697  0.000
H: 3.172 -1.140 -1.649  0.001
H: 4.082 -2.629 -1.809  0.000
H: -0.007 -1.821 2.402  0.003
H: 1.131 -2.460 3.583  0.000
H: -0.833 -3.766 3.750  0.000
H: 0.343 -4.802 2.966  0.000
H: -1.742 -3.222 1.399  0.001
H: -2.047 -4.820 2.050  0.000
H: -0.046 -4.109 -0.157  0.002
H: -1.408 -5.217 -0.219  0.000
H: 0.017 -5.649 0.718  0.000
H: 2.609 -4.640 3.625  0.000
H: 4.595 -6.030 3.151  0.000
H: 5.768 -5.876 0.993  0.000
H: 5.033 -4.302 -0.750  0.000
N: 4.004 1.925 1.103  0.001
C: 4.162 1.503 -0.196  0.002
C: 2.906 1.267 -0.655  0.002
N: 1.990 1.540 0.351  0.087
C: 2.690 1.936 1.390  0.003
H: 4.746 2.180 1.734  0.001
H: 5.127 1.418 -0.669  0.000
H: 2.599 0.932 -1.628  -0.001
H: 2.292 2.213 2.354  0.000

4.
ORCA calculation (ωB97M-V/def2-TZVPD) on 2 unconnected molecules or ions with the total composition C36H38N3S.

Properties
total charge: +1
Kohn-Sham gap: 4.6 eV
relative energy (zero: lowest compared OMol25 entry of this formula, charge and spin): 0.0 kcal per mole
HOMO: -8.74 eV

Each line ends with the Löwdin charge.
CARTESIAN COORDINATES (ANGSTROEM)
C: -0.735 -2.284 3.622  -0.014
N: 0.390 -2.048 2.721  -0.100
C: 1.031 -3.097 2.061  -0.242
C: 2.158 -2.653 1.357  -0.446
C: 2.902 -3.557 0.598  -0.082
C: 2.460 -4.883 0.500  -0.086
C: 1.302 -5.314 1.175  -0.080
C: 0.600 -4.428 2.000  -0.019
S: 2.398 -0.915 1.537  1.092
C: 0.951 -0.797 2.539  -0.485
C: 0.353 0.395 2.918  -0.115
C: 1.081 1.576 3.303  -0.245
C: 2.454 1.517 3.648  -0.070
C: 3.214 2.680 3.763  -0.079
C: 2.609 3.934 3.598  -0.094
C: 1.213 4.017 3.482  -0.095
C: 0.458 2.851 3.370  -0.051
H: -0.767 -1.486 4.371  0.095
H: -1.696 -2.318 3.086  0.088
H: -0.584 -3.254 4.115  0.092
H: 3.796 -3.192 0.095  0.111
H: 3.019 -5.590 -0.114  0.105
H: 0.957 -6.341 1.060  0.106
H: -0.263 -4.747 2.588  0.104
H: -0.737 0.422 2.950  0.092
H: 2.911 0.544 3.820  0.093
H: 4.283 2.611 3.969  0.108
H: 3.215 4.843 3.581  0.100
H: 0.731 5.000 3.478  0.084
H: -0.630 2.902 3.310  0.102
C: -3.891 5.575 4.077  -0.028
N: -2.963 5.939 3.026  -0.102
C: -2.337 7.221 3.248  -0.161
C: -1.562 7.714 2.043  -0.153
C: -0.659 6.627 1.468  -0.137
C: -1.346 5.303 1.343  -0.146
C: -2.554 5.060 2.068  -0.130
C: -3.266 3.858 1.814  0.008
C: -2.711 2.863 1.046  0.006
C: -1.380 2.980 0.528  -0.204
C: -0.644 1.904 -0.020  0.089
C: -1.139 0.603 -0.315  -0.208
C: -0.745 -0.073 -1.507  0.042
C: -1.280 -1.295 -1.870  -0.133
C: -2.218 -1.933 -1.004  -0.141
N: -2.795 -3.115 -1.363  -0.120
C: -3.648 -3.824 -0.437  -0.045
C: -2.348 -3.901 -2.489  -0.164
C: -1.865 -3.035 -3.636  -0.160
C: -0.890 -1.963 -3.155  -0.138
C: -2.559 -1.311 0.221  0.001
C: -2.017 -0.094 0.562  -0.045
C: -0.782 4.277 0.611  0.038
H: -4.109 4.504 4.068  0.083
H: -3.461 5.837 5.057  0.105
H: -4.837 6.130 3.982  0.108
H: -3.126 7.936 3.523  0.135
H: -1.672 7.140 4.127  0.140
H: -2.265 8.032 1.266  0.126
H: -0.976 8.586 2.341  0.123
H: -0.326 6.939 0.470  0.129
H: 0.255 6.527 2.079  0.114
H: -4.252 3.714 2.256  0.114
H: -3.288 1.961 0.862  0.112
H: 0.351 2.152 -0.394  0.139
H: -0.026 0.429 -2.165  0.136
H: -4.463 -3.180 -0.083  0.094
H: -4.081 -4.675 -0.973  0.093
H: -3.098 -4.203 0.441  0.102
H: -1.533 -4.581 -2.176  0.140
H: -3.200 -4.521 -2.796  0.124
H: -1.379 -3.678 -4.372  0.120
H: -2.728 -2.565 -4.117  0.123
H: -0.784 -1.198 -3.932  0.124
H: 0.102 -2.428 -3.037  0.131
H: -3.279 -1.778 0.895  0.102
H: -2.287 0.353 1.515  0.099
H: 0.171 4.449 0.100  0.143

5.
ORCA calculation (ωB97M-V/def2-TZVPD) on a molecular structure, C36H38N4O2PPt.

Properties
total charge: -1
Kohn-Sham gap: 5.6 eV
relative energy (zero: lowest compared OMol25 entry of this formula, charge and spin): 0.0 kcal per mole
HOMO: -2.95 eV

Each line ends with the Löwdin charge.
CARTESIAN COORDINATES (ANGSTROEM)
Pt: -1.104 -1.377 -1.146  1.177
C: -3.771 -2.107 -0.027  -0.087
N: -2.517 -1.481 0.409  -0.324
C: -2.769 -0.132 0.931  -0.084
C: -1.887 -2.291 1.463  -0.185
C: -2.571 -2.477 2.648  -0.060
C: -2.015 -3.172 3.709  -0.114
C: -0.729 -3.674 3.557  -0.114
C: -0.041 -3.516 2.378  -0.025
C: -0.579 -2.835 1.264  -0.201
N: -0.028 -2.649 0.034  -0.096
C: 1.224 -2.885 -0.451  -0.212
C: 2.291 -3.566 0.171  -0.026
C: 3.517 -3.737 -0.426  -0.115
C: 3.761 -3.253 -1.703  -0.117
C: 2.736 -2.593 -2.359  -0.060
C: 1.506 -2.395 -1.764  -0.208
N: 0.452 -1.727 -2.528  -0.320
C: 0.919 -0.470 -3.118  -0.094
C: -0.015 -2.643 -3.577  -0.088
H: -4.480 -2.207 0.804  0.081
H: -3.563 -3.101 -0.427  0.091
H: -4.232 -1.493 -0.799  0.074
H: -3.420 -0.155 1.809  0.085
H: -3.227 0.481 0.159  0.077
H: -1.808 0.304 1.205  0.048
H: -3.562 -2.062 2.773  0.100
H: -2.561 -3.303 4.632  0.086
H: -0.252 -4.189 4.380  0.094
H: 0.950 -3.923 2.342  0.068
H: 2.166 -3.976 1.155  0.068
H: 4.299 -4.248 0.119  0.094
H: 4.722 -3.389 -2.176  0.086
H: 2.919 -2.229 -3.361  0.101
H: 1.796 -0.609 -3.754  0.078
H: 1.166 0.209 -2.302  0.049
H: 0.121 -0.040 -3.717  0.073
H: 0.784 -2.864 -4.294  0.086
H: -0.852 -2.183 -4.105  0.069
H: -0.333 -3.584 -3.125  0.090
N: 0.351 0.170 -0.123  -0.289
P: 0.676 1.566 0.461  0.649
C: -0.317 2.984 -0.059  -0.268
C: -0.932 2.875 -1.314  -0.072
C: -1.654 3.918 -1.836  -0.086
C: -1.780 5.116 -1.121  -0.092
C: -1.154 5.238 0.116  -0.109
C: -0.422 4.199 0.645  -0.105
C: 2.403 1.959 0.069  -0.270
C: 2.944 3.249 0.195  -0.086
C: 4.209 3.516 -0.276  -0.112
C: 4.960 2.524 -0.907  -0.101
C: 4.420 1.246 -1.048  -0.093
C: 3.163 0.965 -0.572  -0.090
C: 0.568 1.587 2.301  -0.268
C: 1.626 1.046 3.025  -0.085
C: 1.500 0.793 4.376  -0.098
C: 0.294 1.041 5.019  -0.108
C: -0.774 1.560 4.301  -0.099
C: -0.639 1.835 2.954  -0.117
H: -0.836 1.930 -1.837  0.085
H: -2.135 3.821 -2.802  0.093
H: -2.364 5.934 -1.522  0.091
H: -1.253 6.164 0.672  0.095
H: 0.046 4.302 1.615  0.100
H: 2.361 4.024 0.672  0.092
H: 4.632 4.507 -0.153  0.092
H: 5.952 2.744 -1.274  0.088
H: 5.006 0.467 -1.520  0.096
H: 2.744 -0.028 -0.646  0.079
H: 2.552 0.833 2.504  0.102
H: 2.335 0.389 4.935  0.095
H: 0.185 0.822 6.073  0.091
H: -1.718 1.744 4.799  0.095
H: -1.468 2.253 2.396  0.098
C: -4.072 1.037 -3.001  -0.094
O: -3.331 0.338 -2.014  -0.201
C: -2.242 -0.366 -2.465  -0.596
O: -2.070 -0.402 -3.680  -0.085
H: -4.934 1.474 -2.501  0.084
H: -4.389 0.351 -3.791  0.083
H: -3.455 1.818 -3.447  0.073

Across the entries above, maximum force takes the values 3.09; 0.98; 0.62; 1.41; 3.25 eV Å⁻¹, respectively.